ORCA calculation (ωB97M-V/def2-TZVPD) on C27H21N2O7Pd as an isolated structure.

Charge: -1
Energy above the lowest of the compared OMol25 structures with the same formula, charge and spin, kJ/mol: 161.9
HOMO energy, eV: -4.995
Kohn-Sham gap, eV: 6.07

Each line ends with the natural charge from an NBO analysis.
CARTESIAN COORDINATES (ANGSTROEM)
Pd  0.3266  -0.7258  1.0889  1.098
O  -6.1074  -3.9319  0.2522  -0.745
C  -5.0808  -4.6344  0.2538  0.735
O  -4.9391  -5.8660  0.1252  -0.756
C  -3.7469  -3.8403  0.3775  -0.067
C  -2.5251  -4.4981  0.3814  -0.224
C  -1.3543  -3.7628  0.4572  0.020
N  -1.3389  -2.4351  0.5371  -0.511
C  -2.5176  -1.7976  0.5705  0.048
C  -3.7324  -2.4543  0.4788  -0.192
C  -2.4724  -0.2901  0.7222  0.750
O  -3.4046  0.4125  0.3747  -0.639
O  -1.3651  0.2431  1.2037  -0.703
H  -2.5295  -5.5781  0.3101  0.245
H  -0.3830  -4.2480  0.4382  0.180
H  -4.6697  -1.9153  0.4895  0.262
O  2.0040  -1.5541  4.6378  -0.632
C  1.6320  -1.3253  3.5009  0.732
O  0.4379  -1.0871  3.1023  -0.675
C  2.6943  -1.3006  2.3984  0.161
C  4.0343  -1.0170  2.7263  -0.232
C  4.9479  -0.9685  1.7186  -0.123
C  4.5479  -1.2423  0.3848  -0.096
C  5.4540  -1.2609  -0.6997  -0.178
C  5.0140  -1.5445  -1.9617  -0.211
C  3.6503  -1.8225  -2.1948  -0.198
C  2.7464  -1.8031  -1.1698  -0.181
C  3.1845  -1.5053  0.1374  0.158
N  2.2783  -1.4992  1.1656  -0.440
H  4.2747  -0.8483  3.7656  0.253
H  5.9865  -0.7284  1.9155  0.214
H  6.5008  -1.0573  -0.5086  0.210
H  5.7115  -1.5626  -2.7890  0.214
H  3.3180  -2.0541  -3.1984  0.219
H  1.6964  -2.0038  -1.3283  0.252
C  -1.7339  6.1208  -0.0713  -0.632
C  -1.3930  4.7142  -0.4738  0.051
C  -2.2357  3.9863  -1.3029  -0.244
C  -1.9563  2.6754  -1.6540  0.094
C  -2.9643  1.9393  -2.4969  -0.660
C  -0.7805  2.0753  -1.1543  -0.152
C  -0.5346  0.6917  -1.5058  0.455
O  0.3432  -0.0505  -1.0602  -0.638
C  0.0862  2.7994  -0.3092  0.087
C  1.3260  2.2099  0.2841  -0.635
C  -0.2384  4.1092  0.0054  -0.243
H  -2.5142  6.5379  -0.7066  0.214
H  -0.8588  6.7697  -0.1250  0.216
H  -2.0940  6.1400  0.9595  0.229
H  -3.1443  4.4462  -1.6740  0.204
H  -3.7147  2.6394  -2.8606  0.214
H  -3.4702  1.1826  -1.8942  0.273
H  -2.5204  1.4535  -3.3664  0.210
H  -1.2047  0.2693  -2.2658  0.144
H  1.9650  1.7378  -0.4617  0.228
H  1.0495  1.4153  0.9980  0.228
H  1.8890  2.9756  0.8167  0.208
H  0.4256  4.6693  0.6551  0.202

Atoms 1-2, force components in eV/Å:
0.2 -0.6 0.0
0.1 0.0 0.1

ORCA calculation (ωB97M-V/def2-TZVPD) on a 2-piece molecular cluster, C3H6I2Si overall.

Energy above the lowest of the compared OMol25 structures with the same formula, charge and spin, kJ/mol: 444.2
HOMO energy (spin up / spin down), eV: -9.084 / -8.102
Kohn-Sham gap (spin up / spin down), eV: 7.30 / 7.80

Each line ends with the natural charge from an NBO analysis.
CARTESIAN COORDINATES (ANGSTROEM)
C  -1.1739  -0.5589  -2.7357  -0.511
C  -1.8195  -0.6953  -1.5872  -0.067
C  0.8703  0.3736  2.6129  -1.143
Si  0.5595  0.5347  0.6862  0.813
I  0.9439  2.9058  -0.1728  -0.224
I  2.2288  -1.0688  -0.1951  -0.221
H  -1.4623  -1.1131  -3.6500  0.215
H  -0.3164  0.0178  -2.8278  0.214
H  -2.5745  -1.2925  -1.1782  0.172
H  1.1757  -0.7222  2.7443  0.252
H  1.5780  1.1629  3.1150  0.264
H  -0.0096  0.4559  3.1883  0.237

Atoms 1-2, force components in eV/Å:
-2.1 -1.5 1.0
2.1 0.8 -1.6

ORCA calculation (ωB97M-V/def2-TZVPD) on C50H54Cl2N5O5P2Sc as an isolated structure.

Charge: +2
Energy above the lowest of the compared OMol25 structures with the same formula, charge and spin, kJ/mol: 189.4
HOMO energy, eV: -11.806
Kohn-Sham gap, eV: 5.48

Each line ends with the Löwdin charge.
CARTESIAN COORDINATES (ANGSTROEM)
Sc  -0.8471  0.7669  0.6263  0.869
C  2.2470  1.0018  3.4745  -0.290
N  1.5789  0.0213  4.2761  -0.173
C  0.1476  0.1105  4.5995  -0.238
P  -0.9592  1.3819  3.5735  1.045
C  -0.6449  2.9241  4.5296  -0.393
C  -0.9709  2.8351  5.8982  -0.075
C  -0.7486  3.9559  6.7322  -0.040
C  -0.1276  5.1279  6.2563  -0.034
C  0.1994  5.1458  4.8748  -0.059
C  -0.1165  4.0944  3.9640  -0.100
C  -2.6815  1.2013  4.0403  -0.444
C  -3.0496  0.0194  4.6846  -0.103
C  -4.3633  -0.1585  5.1205  -0.041
C  -5.2943  0.8495  4.8894  -0.047
C  -4.9115  2.0308  4.2413  -0.044
C  -3.5803  2.2241  3.8539  -0.098
C  2.4519  -0.6610  5.1700  -0.220
C  3.7537  -0.9801  4.8323  -0.070
C  4.5998  -1.7226  5.6265  -0.075
C  4.1421  -2.3335  6.7787  -0.082
C  2.8138  -2.1491  7.1097  -0.074
C  1.9690  -1.3029  6.3648  -0.007
P  1.9366  1.0229  1.5758  1.020
C  3.0734  2.2247  0.9078  -0.420
C  4.3968  2.2499  1.4495  -0.057
C  5.3096  3.1430  0.9500  -0.040
C  4.9458  3.9985  -0.1028  -0.049
C  3.6299  4.0833  -0.4727  -0.086
C  2.6337  3.2638  0.0673  -0.100
C  2.6213  -0.4774  0.7879  -0.377
C  3.2897  -0.4438  -0.4673  -0.093
C  3.9403  -1.5970  -0.9314  -0.086
C  3.8286  -2.8002  -0.2515  -0.063
C  3.0005  -2.8394  0.8998  -0.075
C  2.4046  -1.7244  1.4610  -0.101
H  3.3092  0.9485  3.7340  0.072
H  1.9309  2.0433  3.7264  0.094
H  -0.1351  0.2270  5.6555  0.080
H  -0.3719  -0.8049  4.2119  0.085
H  -1.5398  2.0060  6.2770  0.103
H  -1.0937  3.8999  7.7387  0.103
H  -0.0004  5.9491  6.9216  0.103
H  0.6605  6.0201  4.4200  0.102
H  -0.0282  4.2295  2.8788  0.089
H  -2.3271  -0.7618  4.8249  0.086
H  -4.5880  -1.0521  5.6979  0.120
H  -6.3039  0.7541  5.2462  0.111
H  -5.6115  2.8385  4.1112  0.108
H  -3.2576  3.2122  3.5453  0.107
H  4.1555  -0.6499  3.8763  0.099
H  5.6571  -1.7325  5.3525  0.119
H  4.8246  -2.9618  7.3299  0.112
H  2.4853  -2.6022  8.0388  0.111
H  0.9867  -1.0107  6.8219  0.111
H  4.5700  1.6159  2.3018  0.097
H  6.2638  3.3478  1.3694  0.111
H  5.6593  4.6046  -0.6309  0.117
H  3.2980  4.8649  -1.1560  0.114
H  1.5320  3.3877  -0.0561  0.091
H  3.3945  0.5525  -0.9801  0.112
H  4.5941  -1.4922  -1.8223  0.122
H  4.1288  -3.7828  -0.7593  0.142
H  2.7462  -3.8690  1.3433  0.141
H  1.9051  -1.7396  2.4233  0.097
O  -2.6711  -2.0250  2.3548  -0.223
Cl  -2.3781  -1.4722  1.0554  0.819
O  -2.8199  0.0364  1.1208  -0.416
O  -3.0795  -2.1877  -0.0224  -0.236
O  -0.9397  -1.3619  0.6790  -0.395
C  -2.6817  5.1642  0.1497  0.007
C  -2.0806  3.8532  0.3635  -0.100
N  -1.5291  2.8464  0.5951  0.108
H  -2.1865  5.9388  0.7430  0.115
H  -3.7554  5.0918  0.4124  0.123
H  -2.7264  5.4723  -0.8571  0.086
C  0.4927  -3.2050  -6.3542  -0.017
C  0.6130  -1.9840  -5.3843  -0.511
C  2.1255  -1.5721  -5.4386  -0.036
C  0.3611  -2.5187  -4.0128  -0.048
C  -0.2902  -0.7906  -5.8145  -0.400
O  0.2022  -0.5332  -7.1486  -0.001
C  -1.7709  -1.0668  -5.7109  -0.144
C  -2.4446  -1.7719  -6.9018  -0.101
C  -3.1844  -3.0903  -6.4794  -0.209
C  -4.0059  -3.1966  -5.3390  -0.068
C  -4.5584  -4.3922  -4.9619  -0.097
C  -4.3676  -5.5840  -5.7051  -0.665
Cl  -4.9638  -7.1565  -5.2685  0.671
C  -3.6018  -5.5541  -6.8748  -0.083
C  -3.1474  -4.2381  -7.2942  -0.029
C  0.0178  0.5783  -4.9884  -0.015
N  -0.6044  0.8177  -3.7009  -0.045
C  -0.1444  0.9827  -2.4359  -0.081
N  -1.1401  0.7814  -1.5544  -0.043
C  -2.2407  0.5901  -2.3557  -0.141
N  -1.9916  0.6836  -3.6456  0.143
H  1.3015  -3.8456  -5.9828  0.085
H  0.7302  -2.8671  -7.3989  0.108
H  -0.4505  -3.7859  -6.3734  0.087
H  2.6854  -2.4127  -5.1159  0.073
H  2.4133  -0.8134  -4.7605  0.045
H  2.4536  -1.1966  -6.4282  0.109
H  0.9433  -3.4473  -3.9487  0.099
H  -0.6852  -2.8530  -3.8898  0.094
H  0.5884  -1.7817  -3.2366  0.076
H  -0.2998  0.2197  -7.4872  0.114
H  -2.1796  -0.0501  -5.6181  0.097
H  -2.0777  -1.5581  -4.7802  0.094
H  -1.7296  -2.0824  -7.6766  0.103
H  -3.1152  -1.0757  -7.4105  0.119
H  -4.1653  -2.3170  -4.7336  0.105
H  -5.0258  -4.5062  -3.9770  0.110
H  -3.3034  -6.4441  -7.4005  0.099
H  -2.6273  -4.1696  -8.2713  0.119
H  -0.2477  1.4311  -5.6067  0.138
H  1.1054  0.5530  -4.8247  0.119
H  0.9050  1.1818  -2.1627  0.149
H  -3.1903  0.1564  -1.9729  0.149

Atoms 1-2, force components in eV/Å:
0.4 0.3 1.3
-0.6 1.3 -0.4

ORCA calculation (ωB97M-V/def2-TZVPD) on C33H52GaN2O5PS2Si2 as an isolated structure.

HOMO energy, eV: -6.186
Kohn-Sham gap, eV: 6.40

Each line ends with the natural charge from an NBO analysis.
CARTESIAN COORDINATES (ANGSTROEM)
Ga  -0.0072  1.0938  0.2049  1.788
C  4.3408  0.0889  0.7952  -1.144
Si  2.6463  -0.4558  1.3771  1.864
C  2.0404  -1.8776  0.3133  -1.139
C  2.8313  -1.1431  3.1350  -1.137
N  1.4630  0.8072  1.3416  -1.322
C  1.3943  1.8184  2.3163  0.111
C  2.4134  2.0870  3.2230  -0.263
C  2.2967  3.0901  4.1835  -0.249
C  1.1503  3.8577  4.2311  -0.225
C  0.1188  3.6136  3.3271  -0.306
C  0.1999  2.5999  2.3771  0.216
N  -0.8217  2.2778  1.4792  -1.331
Si  -2.3928  2.9766  1.4509  1.857
C  -3.4699  1.9142  0.3421  -1.147
C  -2.3786  4.7355  0.7916  -1.137
C  -3.2689  2.9721  3.1226  -1.136
H  5.0146  -0.7683  0.7073  0.225
H  4.7951  0.7982  1.4899  0.232
H  4.2599  0.5659  -0.1816  0.263
H  2.8506  -2.6001  0.1744  0.228
H  1.7111  -1.5408  -0.6690  0.255
H  1.2113  -2.3909  0.8080  0.220
H  3.7858  -0.8637  3.5852  0.237
H  2.7857  -2.2360  3.1249  0.225
H  2.0462  -0.7749  3.7985  0.231
H  3.3316  1.5156  3.1725  0.203
H  3.1135  3.2735  4.8698  0.205
H  1.0513  4.6577  4.9539  0.203
H  -0.7632  4.2414  3.3574  0.199
H  -3.1367  1.9241  -0.6961  0.244
H  -4.5023  2.2728  0.3738  0.233
H  -3.4579  0.8797  0.6990  0.234
H  -1.7384  4.7919  -0.0925  0.240
H  -1.9908  5.4497  1.5204  0.237
H  -3.3832  5.0602  0.5084  0.228
H  -3.5578  1.9558  3.4039  0.216
H  -4.1898  3.5565  3.0411  0.236
H  -2.6828  3.3922  3.9400  0.239
O  2.6679  0.3973  -2.0674  -0.980
S  2.9017  0.7478  -3.4932  1.288
C  1.2872  0.5829  -4.3296  -0.597
C  0.5503  -0.6566  -3.8504  -0.450
C  -0.9707  -0.5554  -3.9964  -0.408
C  -1.6949  -1.5175  -3.0562  -0.575
S  -1.9673  -0.7869  -1.4235  1.323
O  -0.5627  -0.4968  -0.9168  -1.007
C  -2.4970  -2.2823  -0.6155  -0.257
C  -1.5658  -3.2401  -0.2444  -0.200
C  -2.0133  -4.4023  0.3600  -0.202
C  -3.3726  -4.5934  0.5907  -0.203
C  -4.2900  -3.6213  0.2221  -0.231
C  -3.8506  -2.4489  -0.3816  -0.151
C  3.6489  -0.7125  -4.2318  -0.174
C  3.8525  -1.8261  -3.4356  -0.241
C  4.4411  -2.9544  -3.9914  -0.193
C  4.8240  -2.9571  -5.3250  -0.213
C  4.6295  -1.8270  -6.1100  -0.206
C  4.0466  -0.6953  -5.5616  -0.253
H  1.4907  0.5948  -5.4022  0.224
H  0.7557  1.4974  -4.0651  0.239
H  0.7988  -0.7938  -2.7966  0.256
H  0.9129  -1.5393  -4.3833  0.212
H  -1.2726  -0.7839  -5.0210  0.214
H  -1.3012  0.4634  -3.7880  0.230
H  -1.1445  -2.4498  -2.9135  0.232
H  -2.7038  -1.7597  -3.3989  0.237
H  -0.5112  -3.0512  -0.4023  0.249
H  -1.3012  -5.1612  0.6585  0.222
H  -3.7147  -5.5039  1.0653  0.221
H  -5.3451  -3.7675  0.4118  0.222
H  -4.5517  -1.6680  -0.6514  0.221
H  3.5522  -1.7875  -2.3956  0.249
H  4.6053  -3.8318  -3.3792  0.215
H  5.2860  -3.8371  -5.7530  0.216
H  4.9420  -1.8250  -7.1460  0.217
H  3.9094  0.1971  -6.1621  0.217
C  -1.3204  3.3045  -3.1326  -0.279
O  -1.0953  2.2546  -2.1891  -0.598
C  0.0875  2.3053  -1.4454  0.378
O  0.9384  3.1016  -1.7425  -0.621
H  -1.0500  2.9783  -4.1404  0.168
H  -0.7292  4.1814  -2.8781  0.214
H  -2.3836  3.5388  -3.1057  0.189
C  -0.7820  -2.5346  3.4810  -1.018
P  -1.6276  -1.0088  3.0249  1.976
C  -3.3673  -1.2957  3.4091  -1.014
C  -1.0516  0.2179  4.2003  -1.019
O  -1.4305  -0.6567  1.5872  -1.128
H  -0.9417  -2.7796  4.5317  0.240
H  0.2860  -2.4063  3.3014  0.260
H  -1.1525  -3.3481  2.8571  0.244
H  -3.5100  -1.5730  4.4538  0.240
H  -3.7402  -2.0936  2.7651  0.246
H  -3.9295  -0.3852  3.1984  0.250
H  -1.2298  -0.1223  5.2217  0.237
H  -1.5668  1.1621  4.0298  0.266
H  0.0143  0.3953  4.0514  0.272

Atoms 1-2, force components in eV/Å:
-0.1 0.2 0.0
0.0 0.0 0.0